A molecular structure, C12H8N8O6PbS2. Source: the OMol25 dataset; level of theory: ωB97M-V/def2-TZVPD.

XYZ file:
```
37
C12H8N8O6PbS2 (ωB97M-V/def2-TZVPD)
Pb 1.11309 -0.68163 1.10971
O 3.48258 0.69198 4.77194
C 2.80332 0.51623 3.75806
O 2.51313 -0.56877 3.17622
C 2.25194 1.78572 3.08017
C 2.43984 3.05050 3.61923
C 1.93284 4.14415 2.93456
C 1.26820 3.95617 1.73075
C 1.12277 2.66274 1.25675
N 1.60298 1.62523 1.93297
C 0.42890 2.35440 -0.07297
O 0.01454 3.30614 -0.73414
O 0.36603 1.12234 -0.37636
H 2.97500 3.13337 4.55419
H 2.05779 5.14370 3.33544
H 0.85866 4.76881 1.14836
N -1.68329 0.81493 -2.53362
N -1.37304 -0.54351 -2.32423
C -0.73622 -1.32179 -3.19353
N -0.51074 -2.58971 -2.82607
N -0.46287 -0.75161 -4.38663
N 0.22365 -1.42557 -5.31571
O 0.70179 -2.56017 -5.12451
O 0.37081 -0.85248 -6.38801
H -0.97989 1.35658 -2.02711
H -1.56264 0.97795 -3.52676
H -1.57180 -0.90211 -1.39930
H -0.77507 -2.88637 -1.89277
H 0.02610 -3.15550 -3.46006
S -0.98512 -0.14430 2.65620
C -2.31155 -1.20851 2.27171
C -3.51065 -0.91476 3.00754
N -4.46704 -0.65912 3.59695
C -2.32305 -2.24978 1.39268
S -0.95610 -2.77378 0.45620
C -3.53316 -3.00862 1.23565
N -4.48230 -3.64485 1.08505
```

Its net charge is -2. Its HOMO energy is -0.0920 Ha. The calculation puts the energy relative to the best compared isomer or geometry (same formula, charge and spin) at 0.0 kcal/mol.

=====

6 unconnected molecules or ions with the total composition C12H9Cl20NO3PS. Source: the OMol25 dataset; level of theory: ωB97M-V/def2-TZVPD.

XYZ file:
```
47
C12H9Cl20NO3PS (ωB97M-V/def2-TZVPD)
C 2.46924 -1.39609 -0.47057
P 0.74124 -0.88759 -0.09401
O -0.13010 -1.61007 -1.29136
C 0.48765 0.93551 -0.39596
C -0.81223 1.36959 -0.74294
C -1.99955 0.43209 -0.85036
O -2.68301 0.27978 0.10115
O -2.25217 -0.15819 -2.04505
C -1.11554 2.70824 -0.97626
C -0.10584 3.62956 -0.88104
N 1.12664 3.23772 -0.53846
C 1.44447 1.94809 -0.29180
S 3.10831 1.64674 0.21313
H 3.05465 -1.32200 0.43807
H 2.40188 -2.42071 -0.83070
H 2.88460 -0.77228 -1.26035
H 0.20926 -1.28566 -2.13933
H -2.84322 0.38405 -2.58628
H -2.11828 3.01506 -1.23069
H -0.28356 4.67908 -1.06299
H 1.85140 3.94150 -0.46215
H 3.78647 2.24419 -0.78629
C -0.67560 1.99956 3.82226
Cl -0.08154 0.79648 4.95954
Cl -0.24991 1.51140 2.16085
Cl -2.42784 2.12151 3.92091
Cl 0.05765 3.56765 4.17253
C -6.50507 0.56756 1.82493
Cl -6.63206 1.27387 0.20801
Cl -5.04492 1.19195 2.63584
Cl -7.94658 0.94794 2.76389
Cl -6.35829 -1.18516 1.68238
C 4.68454 -5.04384 -0.08794
Cl 5.31506 -6.25566 1.02342
Cl 5.05807 -5.50648 -1.74617
Cl 2.92771 -4.92078 0.11007
Cl 5.42792 -3.47441 0.26768
C 7.56592 -7.24873 -4.26492
Cl 7.91962 -7.67941 -2.58813
Cl 7.48515 -5.48614 -4.42041
Cl 8.83907 -7.87086 -5.31419
Cl 6.01346 -7.94825 -4.73679
C -6.92027 5.60884 2.36037
Cl -6.45001 6.22377 0.76757
Cl -6.33526 3.95067 2.54370
Cl -6.21055 6.62760 3.61628
Cl -8.67856 5.63230 2.50253
```

Its net charge is +1. Its HOMO energy is -0.4383 Ha.

=====

A molecular structure, C12H9Cl5GeN4S3Y. Source: the OMol25 dataset; level of theory: ωB97M-V/def2-TZVPD.

XYZ file:
```
35
C12H9Cl5GeN4S3Y (ωB97M-V/def2-TZVPD)
Y 0.00825 -0.40490 0.45828
Cl -1.84688 1.11487 -0.98499
C -1.73704 0.53840 -2.66350
C -2.85989 0.72251 -3.44346
C -2.79746 0.31252 -4.76007
C -1.63385 -0.26125 -5.24773
C -0.52857 -0.42467 -4.42854
Cl 0.88857 -1.14366 -5.10272
C -0.54004 -0.02231 -3.09157
S 0.89277 -0.16587 -2.07603
H -3.75384 1.17673 -3.03803
H -3.65533 0.44281 -5.40530
H -1.57088 -0.58608 -6.27765
N 3.62541 -1.18506 -0.08894
C 3.36038 -0.65406 1.07519
N 2.16370 -0.18675 1.43433
C 2.19783 0.34703 2.68976
C 3.44462 0.26056 3.32647
S 4.58506 -0.47387 2.33258
C 1.03943 0.96981 3.20289
C 0.94248 1.59466 4.44146
S -0.58350 2.27107 4.65699
C -1.05916 1.67652 3.07034
N -0.09778 1.02814 2.42490
N -2.27983 1.86611 2.61856
H 2.90200 -1.27202 -0.80330
H 4.54780 -1.52424 -0.32202
H 3.71364 0.60246 4.31601
H 1.69831 1.67527 5.20975
H -2.97469 2.35716 3.16072
H -2.59318 1.41808 1.76755
Cl -2.20938 -4.79474 0.54551
Ge -1.76485 -3.02114 -0.56151
Cl -2.14367 -1.38274 1.37751
Cl 0.61956 -2.87132 0.18656
```

Its net charge is +2. Its HOMO energy (alpha / beta) is -0.4849 / -0.4849 Ha. The multiplicity is 2. The calculation puts the energy relative to the best compared isomer or geometry (same formula, charge and spin) at 18.3 kcal/mol.

=====

A molecular structure, C13H10ClIrO4PSSe2. Source: the OMol25 dataset; level of theory: ωB97M-V/def2-TZVPD.

XYZ file:
```
33
C13H10ClIrO4PSSe2 (ωB97M-V/def2-TZVPD)
Ir 1.61042 -0.33145 0.45130
Se 3.81039 -1.07909 0.30628
P 1.77431 2.11296 -0.04385
Se -0.19876 3.00610 -0.08137
C 2.68086 2.82773 1.38630
C 3.96018 2.34740 1.66443
C 4.65137 2.79790 2.77608
C 4.06509 3.71547 3.63653
C 2.79105 4.19064 3.36876
C 2.10105 3.75183 2.24769
C 2.71114 2.71214 -1.50350
C 3.98671 2.20261 -1.74168
C 4.75907 2.72003 -2.76844
C 4.25530 3.71932 -3.58719
C 2.96104 4.17900 -3.39526
C 2.18968 3.67893 -2.35748
H 4.41879 1.60649 1.02373
H 5.64372 2.41536 2.97670
H 4.59715 4.04950 4.51764
H 2.32601 4.90279 4.03795
H 1.10999 4.13149 2.04081
H 4.37904 1.39808 -1.13284
H 5.76004 2.34084 -2.92838
H 4.86646 4.13165 -4.37922
H 2.54876 4.93769 -4.04724
H 1.18695 4.05026 -2.20493
O -2.03661 -1.53691 -1.16111
Cl -1.20725 -1.11944 -0.10450
O -1.89824 -1.00984 1.13096
O -0.58331 0.17789 -0.42357
O -0.06621 -2.01810 0.05250
S 0.21305 -0.43625 3.41270
C 1.33727 -0.16544 2.41221
```

Its HOMO energy (alpha / beta) is -0.2970 / -0.3079 Ha. The multiplicity is 2. The calculation puts the energy relative to the best compared isomer or geometry (same formula, charge and spin) at 47.7 kcal/mol.

=====

A molecular structure, C13H10F3N2O5S2. Source: the OMol25 dataset; level of theory: ωB97M-V/def2-TZVPD.

XYZ file:
```
35
C13H10F3N2O5S2 (ωB97M-V/def2-TZVPD)
C -3.44057 -0.53383 1.62992
C -2.14771 0.04051 1.12223
O -1.12713 -0.69915 1.79908
C 0.09225 -0.11909 1.63973
C 1.11619 -1.01195 2.32128
C 2.40735 -0.64465 1.78001
N 3.43330 -0.37688 1.29079
O 0.29621 0.91583 1.02697
H -4.25310 -0.17453 1.00171
H -3.42979 -1.62865 1.62799
H -3.61956 -0.20163 2.65907
H -1.97151 -0.14152 0.05510
H -2.02224 1.10041 1.37274
H 0.90131 -2.05892 2.08405
F -1.21636 -2.18220 4.63934
C 0.14566 -2.04750 4.67550
F 0.54585 -2.05121 5.96148
F 0.66961 -3.12333 4.04828
S 0.51997 -0.39402 3.88181
N 3.11108 -1.60270 5.38326
C 3.27079 -1.04677 6.63532
O 2.52680 -0.30611 7.26455
C 4.61096 -1.55027 7.08524
C 5.38084 -1.92727 6.00243
C 6.65807 -2.44838 6.13298
C 7.15581 -2.59532 7.44400
C 6.37897 -2.21679 8.56354
C 5.10274 -1.66290 8.38734
S 4.46055 -1.69726 4.48868
O 4.44681 -2.87170 3.66756
O 4.85389 -0.43454 3.90371
H 7.19665 -2.72336 5.22744
H 8.16079 -2.99898 7.58725
H 6.78711 -2.34622 9.57139
H 4.46988 -1.33444 9.21338
```

Its net charge is -1. Its HOMO energy is -0.1812 Ha. The calculation puts the energy relative to the best compared isomer or geometry (same formula, charge and spin) at 0.0 kcal/mol.

=====

A molecular structure, C13H10I2. Source: the OMol25 dataset; level of theory: ωB97M-V/def2-TZVPD.

XYZ file:
```
25
C13H10I2 (ωB97M-V/def2-TZVPD)
C 0.86743 3.51180 -0.17561
C 1.44518 -3.54961 0.03193
C 0.17253 3.27692 1.01544
C 0.51065 2.77231 -1.32568
C 0.14227 -3.84688 0.43004
C 1.94338 -2.24673 -0.21880
C -0.67881 2.23532 1.11615
C -0.46864 1.76777 -1.21329
C -0.77189 -2.80548 0.47026
C 1.11428 -1.20521 -0.01782
C -1.03729 1.42185 0.03955
C -0.14872 -1.61361 0.29491
C -2.03137 0.41188 0.03324
I -3.19200 -0.08147 1.73118
I -2.94613 -0.38279 -1.76090
H 1.52584 4.47544 -0.13472
H 2.14433 -4.45384 -0.10617
H 0.29964 3.94041 1.89495
H 0.94047 2.92571 -2.37010
H -0.31684 -4.78909 0.59619
H 2.88200 -1.99448 -0.55078
H -1.25526 2.06129 1.95001
H -0.64753 1.48379 -2.21018
H -1.75892 -3.11685 0.64111
H 1.26539 -0.19848 -0.16092
```

Its HOMO energy (alpha / beta) is -0.2744 / -0.2939 Ha. The calculation puts the energy relative to the best compared isomer or geometry (same formula, charge and spin) at 86.5 kcal/mol.

=====

Number 1: E_tot -2340.93481 Eh. Number 2: E_tot -10686.20313 Eh. Number 3: E_tot -6292.20264 Eh. Number 4: E_tot -6908.90572 Eh. Number 5: E_tot -2083.09022 Eh. Number 6: E_tot -1096.57076 Eh.